Entry 1:
Formula: C35H46N4P2PdSSeSi2
Source: OMol25
Level of theory: ωB97M-V with the def2-TZVPD basis set

HOMO-LUMO gap (alpha / beta) (eV): 5.5 / 5.4
Net charge: -2
Spin multiplicity: 3
HOMO level (alpha / beta) (eV): -1.1 / -1.0

Positions of all 92 atoms, in Å:
Pd: -0.2570 0.8863 -0.1788
Se: -1.5568 2.8847 0.0843
S: -1.1883 -0.6307 -2.8200
P: -0.5042 -0.8671 1.6304
P: 2.0503 0.0627 0.0391
Si: -3.3292 -1.3730 0.8015
Si: 1.9495 1.2381 -2.7906
N: -1.6671 -1.1157 0.5618
N: -2.7754 0.9126 -4.3669
N: 1.5495 0.2281 -1.4717
N: -3.2818 0.9251 -2.2210
C: -2.4240 0.4344 -3.1316
C: 0.1948 -4.9319 3.7559
C: 2.7971 1.5875 0.7677
C: 4.8393 -0.6295 -0.4159
C: 2.7134 3.9870 1.0727
C: -1.7843 2.1250 4.9299
C: 5.4311 -2.8645 -1.0958
C: 3.5243 -1.0260 -0.1949
C: -2.3087 0.3758 -5.6066
C: 3.6766 2.0394 -2.6538
C: 0.3071 -3.7779 4.5171
C: 3.1781 -2.3571 -0.4408
C: -0.4506 1.5924 3.0036
C: -0.4064 -3.5944 1.8550
C: -0.8462 2.4968 3.9779
C: 4.1179 -3.2704 -0.8868
C: 2.2451 2.8332 0.4626
C: 5.7886 -1.5482 -0.8485
C: -0.9872 0.3091 2.9695
C: 3.7951 1.5191 1.7375
C: -1.9177 -0.0601 3.9389
C: 0.0622 -2.5330 3.9515
C: 3.7367 3.9114 2.0079
C: -3.7283 -2.8007 2.0106
C: 2.0617 0.1963 -4.3779
C: -3.9525 1.7553 -4.2862
C: -2.3189 0.8455 4.9104
C: 1.1358 -0.6726 1.2490
C: -4.0984 -2.0098 -0.8193
C: 4.2637 2.6741 2.3478
C: -0.1621 -4.8374 2.4165
C: 0.6516 2.5887 -3.1243
C: -4.3017 0.1418 1.4310
C: -0.3166 -2.4276 2.6169
C: -4.0934 1.9942 -2.7795
H: -0.6821 -3.4920 0.8111
H: -5.2304 0.2895 0.8717
H: 2.9432 -0.4498 -4.3623
H: 0.1628 -1.6403 4.5575
H: -5.1778 -2.1464 -0.6858
H: 1.1786 -0.4266 -4.5137
H: 5.0516 2.6029 3.0903
H: -3.9450 -1.3414 -1.6627
H: 4.1180 4.8100 2.4806
H: 1.4432 2.8905 -0.2636
H: 2.2705 4.9425 0.8175
H: -2.3199 -1.0662 3.9297
H: 0.2079 2.4610 -4.1164
H: -1.4835 -0.2962 -5.3732
H: 0.2820 1.8778 2.2633
H: -3.8028 2.6823 -4.8473
H: -3.0929 -0.1938 -6.1249
H: -4.5538 0.0295 2.4878
H: -0.1637 2.5180 -2.4022
H: -3.4737 -2.5525 3.0429
H: 0.3957 -5.9004 4.2011
H: 4.1969 0.5536 2.0209
H: 5.1282 0.4029 -0.2568
H: 3.7844 2.6581 -1.7617
H: -5.1232 1.9103 -2.4279
H: 6.1680 -3.5666 -1.4708
H: 6.8147 -1.2310 -1.0034
H: 3.8870 2.6605 -3.5293
H: -3.7115 1.0578 1.3384
H: -3.0553 0.5553 5.6533
H: -2.9631 1.0013 -1.2582
H: -0.2456 -5.7365 1.8152
H: -3.1579 -3.6925 1.7465
H: -2.1018 2.8328 5.6886
H: -0.4326 3.4979 3.9822
H: 2.1490 0.8657 -5.2404
H: -1.9638 1.1773 -6.2674
H: 3.8311 -4.2972 -1.0843
H: 1.0569 3.6027 -3.0596
H: -4.7925 -3.0533 1.9783
H: -4.8260 1.2354 -4.7092
H: -3.6864 2.9622 -2.4719
H: 0.5904 -3.8501 5.5621
H: 2.1419 -2.6395 -0.2850
H: -3.6630 -2.9750 -1.0862
H: 4.4339 1.2524 -2.6113

Entry 2:
Formula: C35H47AsFIN3O4S2SbTc
Source: OMol25
Level of theory: ωB97M-V with the def2-TZVPD basis set

HOMO-LUMO gap (alpha / beta) (eV): 4.4 / 5.1
Net charge: +2
Spin multiplicity: 2
HOMO level (alpha / beta) (eV): -12.4 / -12.4

Positions of all 96 atoms, in Å:
I: -2.4545 2.5866 -1.1661
Sb: 0.5690 2.9061 0.8776
Tc: 0.1390 0.3903 0.0963
As: -1.9195 -0.2915 1.2721
S: -1.5569 -3.4171 -1.2509
S: 2.9385 -0.2008 -0.9591
F: 1.7920 0.8745 6.6965
O: 0.6463 -1.5481 -0.3632
O: 1.1829 0.0440 1.8928
O: 2.1839 -3.0981 -0.6478
O: 1.9357 0.9441 -0.9159
N: -0.6990 -2.6082 -3.6014
N: 3.2308 -3.1884 3.3000
N: -2.7800 -1.7817 -2.8938
C: 2.0191 -2.1582 1.5096
C: -2.5737 -2.6600 2.8899
C: 4.3217 -0.9582 -3.0608
C: -4.6741 -4.1147 4.0115
C: 4.0105 -3.3849 6.0951
C: 4.5660 0.6063 -1.2085
C: -1.8648 -1.1282 -4.9966
C: -1.4274 -1.9238 2.2929
C: 3.2609 -2.2188 5.5356
C: 1.5966 -2.2983 0.0637
C: 2.5070 2.9282 1.7807
C: -2.8780 -1.1213 -4.0127
C: -0.5362 4.0844 2.2901
C: 0.9331 4.3689 -0.6450
C: -2.9652 -2.4333 4.2107
C: -4.2939 -4.3425 2.6955
C: 2.1567 -0.1068 5.8717
C: 1.7808 -0.0456 4.5528
C: 4.1594 -4.2326 3.7348
C: -0.7646 -1.9000 -4.7447
C: 2.8655 -0.8070 -2.6734
C: -3.2533 -3.6226 2.1386
C: 2.8876 -1.1834 6.3675
C: 4.9962 0.3446 -2.6444
C: -3.6101 -0.7364 0.4133
C: 2.7681 -3.1799 2.0545
C: 3.8674 -4.5980 5.1874
C: 2.9020 -2.1750 4.1715
C: -4.0066 -3.1576 4.7637
C: -2.5884 0.8620 2.7030
C: -1.7046 -2.5484 -2.6580
C: 2.1551 -1.0800 3.6893
C: 5.5918 -3.7439 3.5193
C: -1.1379 0.8931 -1.5434
C: 1.7430 -1.0154 2.3009
H: -2.9343 -3.8172 1.1213
H: -0.0350 5.0443 2.3523
H: 4.5530 -5.3801 5.5052
H: -2.9853 1.7882 2.2816
H: -4.2674 -1.1677 1.1739
H: 2.8513 -4.9896 5.2593
H: -0.8997 -2.5572 1.5771
H: 2.3203 -1.7476 -2.6730
H: 2.7359 3.9434 2.0893
H: 5.0632 -3.1191 6.2186
H: 0.0758 -1.9666 -5.4231
H: 6.0802 0.2780 -2.7290
H: -1.9582 -0.5577 -5.9018
H: -0.7362 -1.5839 3.0700
H: 2.9977 -4.0279 1.4238
H: 3.2365 2.6064 1.0428
H: -0.5739 1.1845 -2.4315
H: 4.4666 1.6624 -0.9759
H: 5.7919 -3.6034 2.4601
H: 1.1829 0.7740 4.1832
H: 1.5879 5.1237 -0.2191
H: -1.5584 4.2349 1.9552
H: 3.1450 -1.2039 7.4157
H: 2.5537 2.2691 2.6417
H: 4.7496 -1.7956 -2.5061
H: -1.8393 0.1153 -1.8460
H: 0.0920 -3.2110 -3.3959
H: 3.6310 -3.6087 7.0927
H: -4.8076 -5.0876 2.1076
H: -3.3948 0.3468 3.2353
H: 5.2282 0.1305 -0.4851
H: -0.5342 3.6177 3.2706
H: 4.6579 1.1558 -3.2914
H: 5.7696 -2.8002 4.0264
H: -1.7857 1.1069 3.4002
H: 0.0024 4.8335 -0.9573
H: 3.9841 -5.1084 3.1038
H: -4.2965 -2.9816 5.7882
H: 1.4202 3.9061 -1.4991
H: 6.2954 -4.4757 3.9052
H: -2.4296 -1.7093 4.8147
H: 2.3489 -0.0457 -3.2558
H: 4.4441 -1.1576 -4.1257
H: -3.7763 -0.5304 -4.1343
H: -4.0740 0.1643 0.0081
H: -3.4743 -1.4566 -0.3934
H: -5.4791 -4.6847 4.4527

So what do the calculations give for largest force on an atom? Going down the list: 1.8 2.5 eV/A.
So what do the calculations give for E_tot? Going down the list: -156999.1901 -151767.9378 eV.